<a>
The following is a quantum chemistry calculation of a molecular structure, C2H18AgO8, from the OMol25 dataset.

As for the HOMO energy: -0.470 hartree. Its HOMO-LUMO gap is 0.3498 hartree. The value obtained for the LUMO energy is -3.27 eV.

ORCA input file:
```
! wB97M-V def2-TZVPD RIJCOSX def2/J DEFGRID3
* xyz 1 1
H -2.3599 -0.9664 -0.1903
H 2.2241 1.0186 -2.2403
H -1.7339 -2.0234 0.7097
H -1.2799 1.4486 -2.2343
H -0.3509 2.9746 1.7267
H -0.1329 -0.4104 -3.5113
H 2.4621 -2.4674 -1.8043
H 0.6611 -1.3824 1.8107
C -0.7519 1.9516 1.7137
H -1.7399 2.1826 1.2727
O 2.0781 0.6916 -1.3523
O -0.9489 0.5546 -2.1213
O 1.5271 -2.5884 -1.7433
H 0.1831 0.7336 3.1787
Ag 0.3941 -0.7304 -0.7833
H -1.3989 0.1536 2.6627
H -0.2319 -1.4344 -4.6293
O -1.3829 1.5756 4.0967
H 1.8911 -0.4234 1.8377
C -0.7669 1.0606 2.9107
H -0.9559 1.0316 4.7947
H 2.5051 1.4116 -0.8713
H -1.7509 0.0446 -2.1163
O -0.1519 1.2236 0.7337
O 0.3511 -1.0764 -3.9573
H 1.4601 -3.4704 -1.4073
O 1.4391 -1.1174 1.3437
O -1.7479 -1.6974 -0.1393
H 0.5091 1.7306 0.3097
*
```

Atom charges from the Löwdin analysis, given in e for atoms 1 to 2: H 0.05; H 0.07



<b>
The following is a quantum chemistry calculation of a molecular structure, C2H18AgO8, from the OMol25 dataset.

As for the HOMO energy: -0.477 hartree. Its HOMO-LUMO gap is 0.3401 hartree. The value obtained for the LUMO energy is -3.74 eV.

ORCA input file:
```
! wB97M-V def2-TZVPD RIJCOSX def2/J DEFGRID3
* xyz 1 1
H -0.7470 2.1305 -0.8661
H 2.0800 0.9445 1.5199
H 3.5820 0.3055 2.0129
H -2.0180 -2.5165 0.6439
H -3.6670 -0.4065 -1.1311
O 3.6490 1.0275 0.1939
C 2.9350 0.2895 1.1779
H -1.7360 0.5035 2.0709
Ag -0.7080 -0.2465 -0.1621
H -0.8980 -0.8185 -3.0881
H -2.5270 1.7445 0.2899
H 1.8860 -1.4355 1.6389
O -0.2960 -0.6245 -2.3361
H 2.0530 -0.3805 -0.9381
O -1.0230 -2.5545 0.5319
O 1.5960 -0.9805 -0.3581
C 2.4430 -1.1435 0.8039
H 0.4660 1.8135 0.0409
H 0.0310 0.2745 -2.5001
O 0.1560 1.8175 -0.8701
H -2.7050 -1.3555 -1.5721
H -3.2640 2.7245 -0.6891
O -0.7150 0.4545 2.2079
H -0.9830 -2.6565 -0.4071
H 3.3040 -1.7535 0.5999
O -2.9360 -0.9085 -0.8051
H 3.1200 1.2755 -0.5771
H -0.6810 0.2345 3.1329
O -2.3980 2.2415 -0.5661
*
```

Atom charges from the Löwdin analysis, given in e for atoms 1 to 2: H -0.02; H 0.12



Q: Which of them is the most stable? A: <b>.